12
Properties=species:S:1:pos:R:3:lowdin_charge:R:1 method="wB97M-V/def2-TZVPD" charge=0 e_tot_ha=-868.0563 e_lumo_ev="-0.57 / 0.11" de_lowest_kj_mol=338.4 gap_ev="7.852 / 7.759" spin_multiplicity=1
Cl -4.4699 -1.0046 -0.1831 0.14
H 0.5301 1.2268 -1.0120 0.07
C 0.8564 -1.8869 0.1097 -0.06
C 0.5592 -0.6283 0.0039 -0.16
C 1.2143 0.6087 -0.4264 -0.14
H 1.8271 -2.2966 -0.1891 0.06
H -3.1465 0.4283 1.9281 -0.15
H 0.1686 -2.6237 0.4968 0.04
H -3.0769 1.5078 -0.3045 -0.15
Si -3.0774 0.2885 0.4881 0.20
H 1.5235 1.1820 0.4501 0.07
H 2.1035 0.4031 -1.0395 0.08

***

13
Properties=species:S:1:pos:R:3:lowdin_charge:R:1 method="wB97M-V/def2-TZVPD" charge=0 e_tot_ha=-659.5828 e_lumo_ev=0.96 de_lowest_kj_mol=0.0 smiles=CPC(C)(F)F gap_ev=10.578 spin_multiplicity=1
F 1.5885 2.2920 -0.2522 -0.01
H -1.0809 -1.2674 -0.3635 0.03
P -0.4748 0.9492 -1.1810 0.93
H 1.2687 -0.8438 0.6835 0.08
H -2.4994 -0.2733 -0.6894 0.02
H -1.5734 -0.0133 0.8068 0.03
C -1.5046 -0.2706 -0.2486 -0.36
C 1.8182 0.0016 0.2777 -0.04
H 2.6273 0.2641 0.9569 0.09
H 2.2303 -0.2604 -0.6940 0.08
H -1.1595 2.0850 -0.7311 -0.05
C 0.8840 1.1803 0.1167 -0.80
F 0.3305 1.5119 1.3248 0.00

***

15
Properties=species:S:1:pos:R:3:lowdin_charge:R:1 method="wB97M-V/def2-TZVPD" charge=0 e_tot_ha=-478.3202 e_lumo_ev=0.63 de_lowest_kj_mol=206.4 gap_ev=9.545 spin_multiplicity=1
C -0.6073 -0.8427 -0.3019 -0.12
H 1.4666 -0.7829 0.5756 0.10
C -2.7839 0.8609 0.1265 -0.48
O -3.4609 -0.0424 0.2644 0.20
H 0.1048 -2.4964 0.6103 0.14
O -2.2148 1.8734 -0.0342 0.16
N 0.9473 1.1245 -0.3532 -0.01
H -1.7045 -2.2618 0.5341 0.13
H 2.6670 1.4468 0.0930 -0.04
C 0.8574 -0.3275 -0.1889 -0.27
H 0.2408 1.6347 0.1300 0.05
F 3.4238 1.1649 0.4630 -0.08
H 0.5219 1.3030 -1.2654 0.09
N -0.7267 -1.8942 0.3824 0.05
H 1.2684 -0.7601 -1.0356 0.08

***

15
Properties=species:S:1:pos:R:3:lowdin_charge:R:1 method="wB97M-V/def2-TZVPD" charge=0 e_tot_ha=-437.2979 e_lumo_ev=0.02 de_lowest_kj_mol=307.0 smiles="[H]/N=C(/N)N/C(CF)=N/[H]" gap_ev=8.760 spin_multiplicity=1
C -0.4596 0.7670 -0.0737 -0.31
H -2.2989 1.2733 -0.4181 0.08
H -0.8990 2.4573 1.1410 0.13
H -1.1227 -1.5741 -0.7791 0.13
H 1.7133 0.2225 -0.0697 0.16
H -0.6377 -3.3174 0.1808 0.11
H 2.3701 -1.4600 0.5754 0.01
N 0.7316 -0.1247 -0.3750 0.10
C 0.6926 -1.5530 -0.1091 -0.55
N 1.7206 -2.2083 0.3569 0.07
C -0.2633 2.1453 0.2789 -0.13
N -1.6618 0.4255 -0.6673 0.08
N -0.4931 -2.3359 -0.1314 0.06
H -0.5199 2.9028 -0.6012 0.17
F 1.1281 2.3798 0.6915 -0.10

***

14
Properties=species:S:1:pos:R:3:lowdin_charge:R:1 method="wB97M-V/def2-TZVPD" charge=0 e_tot_ha=-582.8656 e_lumo_ev=-0.08 gap_ev=7.042 spin_multiplicity=1
C -1.0367 0.1688 0.5218 -0.25
H 1.4535 -2.1597 0.1029 0.07
O -0.7594 -0.9956 -0.2158 -0.24
H -2.0376 0.0352 0.9628 0.13
H -1.8675 1.3377 -1.0562 0.13
H 0.2041 -2.5522 -0.4090 0.09
F 2.6133 0.1583 0.3055 -0.38
C 0.5797 -1.5310 -0.1790 -0.33
O 0.1415 1.7385 -0.9791 -0.48
C -1.0444 1.4472 -0.3184 -0.32
H -1.3402 2.2658 0.3716 0.13
H 1.8917 -0.7460 0.7251 0.21
Sn 1.5034 0.5597 -1.1771 1.11
H -0.3014 0.2732 1.3450 0.12

***

14
Properties=species:S:1:pos:R:3:lowdin_charge:R:1 method="wB97M-V/def2-TZVPD" charge=+2 e_tot_ha=-540.2034 e_lumo_ev="-10.37 / -13.66" gap_ev="10.133 / 6.355" spin_multiplicity=2
C 0.5018 -0.6508 0.1389 -0.23
H 2.4689 -0.8260 -0.7146 0.17
O -0.2934 0.3309 -0.5162 -0.17
C -1.5387 -0.1030 -1.0498 0.00
F -1.9053 2.7436 2.2432 -0.29
H -1.3583 -0.9882 -1.6772 0.13
Tl -0.6345 1.6483 1.6857 1.62
H 0.1319 -1.6414 -0.1535 0.20
H -2.2297 -0.3773 -0.2415 0.12
O 0.8287 0.4079 1.3730 -0.29
H 1.6504 -1.5858 0.5452 0.33
C 1.9584 -0.3396 0.1311 0.10
H -1.9367 0.7160 -1.6547 0.13
H 2.3565 0.6655 -0.1096 0.19